[1]
54
Properties=species:S:1:pos:R:3:forces:R:3 method="wB97M-V/def2-TZVPD" multiplicity=5 energy_ev=-41065.62073 total_charge=+2 homo_lumo_gap_ev="7.551 / 5.087"
C -2.780 0.189 -4.098 -0.01 1.22 0.24
C -2.473 -0.886 -3.287 0.25 -0.80 0.03
C -1.631 -0.820 -2.157 -0.32 0.80 -0.57
C -1.168 0.470 -1.791 -0.25 -0.50 -0.45
C -1.357 1.535 -2.688 -0.96 0.24 -0.47
C -2.230 1.443 -3.782 0.45 -1.15 0.01
C -1.511 -2.156 -1.457 -0.22 -0.91 -0.13
C -0.247 -2.850 -0.879 -0.59 -0.36 0.55
N 1.054 -2.896 -1.558 -0.63 2.82 0.60
Pt -0.628 1.208 0.114 -0.81 -1.64 -0.84
C -0.727 2.887 -2.464 0.30 0.59 0.58
P 0.580 2.625 -1.215 1.36 0.23 -1.38
H -2.917 -1.866 -3.507 0.21 0.49 -0.12
H -2.412 2.336 -4.370 -0.09 -0.21 -0.12
H -3.457 0.083 -4.945 0.18 -0.04 0.25
H -1.426 3.645 -2.081 0.04 -0.24 -0.11
H -0.272 3.298 -3.375 -0.13 -0.10 0.10
H -2.216 -2.163 -0.612 0.29 -0.08 0.01
H -1.921 -2.905 -2.148 -0.07 0.39 0.10
H -0.109 -2.508 0.158 0.37 -0.10 -0.47
C 1.159 4.167 -0.472 0.21 0.17 0.00
C 1.920 1.833 -2.176 0.24 -0.03 0.28
H -0.528 -3.915 -0.772 -0.04 0.20 0.01
C 1.225 -2.382 -2.912 -0.17 -0.25 -0.66
C 2.155 -2.676 -0.637 0.78 -0.16 0.17
H -1.222 2.438 1.179 -1.98 0.62 0.72
H 1.650 -3.174 -3.552 -0.07 0.14 0.19
H 0.276 -2.041 -3.362 0.37 -0.35 0.43
H 1.951 -1.548 -2.910 -0.31 -0.43 0.15
H 2.609 -3.630 -0.362 0.03 -0.11 -0.03
H 2.927 -2.048 -1.097 -0.19 -0.31 0.02
H 1.799 -2.201 0.288 0.08 -0.19 -0.40
H 2.521 2.566 -2.722 -0.09 -0.03 0.10
H 2.562 1.300 -1.462 -0.02 0.15 -0.26
H 1.507 1.109 -2.896 -0.05 0.32 0.35
H 1.364 4.958 -1.209 -0.05 -0.31 0.14
H 0.407 4.534 0.237 0.12 -0.02 -0.18
H 2.080 3.946 0.087 -0.22 0.11 -0.15
H -0.447 2.591 1.133 0.90 0.63 0.46
C -1.346 0.458 4.735 -0.23 -0.10 -0.97
Si 0.231 -0.541 4.336 0.09 -0.35 2.46
C 1.594 0.412 5.207 0.28 0.08 -0.64
C 0.177 -2.261 5.088 -0.16 0.09 -0.40
C 0.263 -0.647 2.482 -0.55 1.08 0.31
C -0.121 0.117 1.555 1.43 -1.12 0.13
H -1.453 0.547 5.828 0.15 -0.17 -0.38
H -2.220 -0.055 4.299 0.19 0.28 0.35
H -1.286 1.471 4.299 -0.03 -0.38 0.24
H 1.443 0.261 6.285 -0.03 -0.04 -0.28
H 2.606 0.072 4.955 -0.16 0.08 0.12
H 1.530 1.490 5.011 0.06 -0.21 0.02
H -0.819 -2.704 4.939 0.35 -0.04 0.09
H 0.929 -2.881 4.576 -0.23 -0.01 0.29
H 0.404 -2.234 6.167 -0.10 0.03 -0.46

[2]
67
Properties=species:S:1:pos:R:3:forces:R:3 method="wB97M-V/def2-TZVPD" energy_ev=-117853.92886 homo_lumo_gap_ev="2.593 / 2.594"
Au 1.575 -1.091 0.638 -0.35 0.21 -0.21
S 3.372 -2.962 0.169 1.01 0.83 1.14
S 4.954 -2.209 1.052 -1.30 0.38 0.69
S 4.394 -1.121 2.836 -0.78 -0.92 -1.03
S 2.447 -1.176 3.087 1.67 -0.07 -0.77
O 5.433 6.961 0.462 0.47 -0.06 0.02
S 4.517 7.973 -0.007 -1.71 -0.52 0.09
O 4.482 9.202 0.743 0.29 0.23 0.00
O 4.364 8.081 -1.450 0.65 0.30 -0.25
C 2.846 7.207 0.228 2.10 1.02 -0.12
N 1.810 7.996 0.378 -1.13 0.56 0.28
C 0.622 7.416 0.316 0.27 -0.23 -0.02
C 0.480 6.049 0.099 0.12 -0.31 -0.05
C 1.655 5.304 -0.026 -0.09 1.25 0.16
N 2.836 5.918 0.036 -0.53 -1.74 -0.05
C 1.708 3.842 -0.171 -0.11 -0.44 -0.02
C 2.937 3.190 -0.052 -0.14 -0.17 -0.06
C 2.969 1.809 -0.090 0.32 0.53 0.04
N 1.873 1.073 -0.232 0.03 -0.89 0.25
C 0.711 1.691 -0.396 -0.56 0.06 -0.14
C 0.572 3.061 -0.387 0.31 0.05 0.06
H -0.232 8.065 0.457 -0.17 -0.04 -0.04
H -0.498 5.603 0.051 -0.18 -0.07 0.02
H 3.831 3.778 0.080 0.13 0.10 0.02
H 3.901 1.268 -0.005 0.10 0.01 0.07
H -0.136 1.027 -0.535 -0.05 0.17 0.01
H -0.398 3.510 -0.530 -0.10 0.00 0.00
C -3.081 0.634 -0.672 0.29 -0.63 0.33
Si -2.971 -0.931 0.415 -0.60 0.34 0.02
C -3.158 -0.426 2.240 0.28 -0.29 -0.59
C -4.361 -2.131 -0.084 0.59 0.33 0.18
Sb -0.731 -2.203 0.029 -0.26 -0.17 0.04
Si -0.530 -2.361 -2.586 -0.17 -0.02 -0.34
C -0.129 -0.589 -3.179 -0.12 -0.69 0.46
C -2.185 -2.971 -3.316 0.67 0.16 0.33
C 0.910 -3.539 -2.971 -0.50 0.34 0.28
Si -0.766 -4.231 1.759 -0.32 -0.12 -0.24
C -0.596 -3.321 3.424 0.05 -0.24 -0.67
C 0.724 -5.343 1.356 -0.50 0.53 0.08
C -2.415 -5.204 1.649 0.74 0.48 0.02
H -4.044 1.119 -0.542 -0.23 -0.02 0.11
H -2.973 0.400 -1.726 0.03 -0.06 -0.19
H -2.318 1.359 -0.406 0.13 0.11 0.06
H -4.037 0.197 2.381 -0.18 0.10 -0.11
H -2.295 0.135 2.587 0.16 0.10 0.03
H -3.270 -1.295 2.881 -0.01 -0.20 0.11
H -5.339 -1.689 0.077 -0.18 0.20 0.08
H -4.312 -3.047 0.495 0.03 -0.20 0.14
H -4.290 -2.401 -1.132 0.06 -0.04 -0.23
H -0.859 0.134 -2.826 -0.15 0.08 0.08
H -0.106 -0.523 -4.263 -0.04 -0.16 -0.21
H 0.845 -0.280 -2.811 0.17 0.03 0.11
H -2.973 -2.236 -3.190 -0.10 0.20 0.07
H -2.506 -3.891 -2.839 -0.03 -0.18 0.12
H -2.092 -3.170 -4.379 0.11 0.00 -0.24
H 1.794 -3.255 -2.405 0.15 0.11 0.06
H 1.171 -3.524 -4.025 -0.03 0.09 -0.20
H 0.668 -4.563 -2.704 -0.11 -0.18 0.06
H 0.291 -2.695 3.417 0.10 0.02 -0.05
H -0.499 -4.008 4.257 -0.01 -0.29 0.12
H -1.447 -2.678 3.623 -0.21 0.08 -0.05
H 1.626 -4.748 1.250 0.10 0.11 0.06
H 0.579 -5.886 0.426 -0.13 -0.06 -0.16
H 0.899 -6.071 2.141 -0.06 -0.13 0.22
H -3.252 -4.614 2.011 -0.09 0.16 0.05
H -2.363 -6.102 2.257 0.09 -0.17 0.16
H -2.633 -5.511 0.629 0.03 0.00 -0.16

[3]
70
Properties=species:S:1:pos:R:3:forces:R:3 method="wB97M-V/def2-TZVPD" smiles="CCCCCCCCN(CCN(CC)C(C)=O)S(=O)(=O)F.ClC(Cl)Cl.ClC(Cl)Cl.ClC(Cl)Cl.ClC(Cl)Cl" energy_ev=-192144.87248 homo_lumo_gap_ev=9.661
C 2.873 -1.506 3.391 -0.16 -0.05 -0.02
C 2.090 -1.450 2.075 0.37 -0.31 0.27
C 2.629 -0.406 1.099 -0.71 -0.28 0.12
C 1.604 -0.018 0.018 0.69 0.01 0.02
C 1.789 1.436 -0.466 -0.72 -0.46 0.50
C 0.712 2.379 0.074 0.58 0.50 -0.20
C 0.752 2.502 1.599 -0.83 -0.22 -0.57
C -0.509 3.161 2.188 1.21 -0.32 0.25
N -1.451 2.127 2.664 -1.45 1.07 0.16
C -2.457 1.682 1.662 0.57 -0.24 -0.72
C -2.132 0.255 1.186 -0.36 0.30 0.59
N -3.211 -0.708 1.465 0.48 -0.58 -0.60
C -4.138 -0.831 0.327 -0.64 0.08 0.21
C -4.889 -2.164 0.262 0.43 0.25 -0.69
C -2.550 -1.973 1.736 0.37 -0.58 -0.46
C -2.597 -2.377 3.178 0.58 0.31 -0.08
O -1.977 -2.618 0.881 -0.57 0.54 0.53
S -2.094 2.470 4.138 0.92 -1.47 0.66
O -3.343 1.813 4.296 -0.10 0.39 -0.22
O -1.092 2.300 5.137 -0.15 0.52 -0.44
F -2.349 4.013 4.048 -0.34 0.25 -0.01
H 3.179 -0.514 3.718 0.03 0.09 0.02
H 2.260 -1.930 4.184 0.00 -0.09 0.07
H 3.761 -2.129 3.303 0.15 0.06 -0.02
H 2.146 -2.445 1.629 -0.22 -0.03 -0.18
H 1.035 -1.280 2.298 -0.08 0.21 -0.07
H 3.527 -0.807 0.630 0.26 0.26 0.02
H 2.880 0.483 1.678 0.22 0.08 -0.03
H 1.726 -0.682 -0.833 -0.12 -0.20 -0.07
H 0.612 -0.208 0.424 -0.20 0.21 -0.13
H 2.742 1.794 -0.077 0.25 0.09 -0.36
H 1.776 1.461 -1.553 0.21 0.18 -0.10
H 0.926 3.366 -0.347 -0.21 0.12 -0.02
H -0.277 2.107 -0.296 -0.09 -0.23 0.09
H 0.789 1.499 2.019 0.29 0.01 0.27
H 1.638 3.063 1.885 0.14 -0.06 0.12
H -0.186 3.766 3.030 -0.15 -0.02 0.18
H -0.975 3.837 1.473 -0.24 -0.04 -0.04
H -2.384 2.343 0.800 0.03 0.23 0.08
H -3.473 1.756 2.032 -0.01 -0.16 0.24
H -1.864 0.276 0.127 -0.05 -0.22 -0.13
H -1.246 -0.068 1.729 0.11 0.04 0.04
H -3.651 -0.660 -0.637 0.24 -0.02 0.00
H -4.885 -0.044 0.441 0.08 0.20 0.05
H -4.324 -2.859 -0.354 0.09 -0.23 0.21
H -5.818 -1.990 -0.272 -0.25 -0.09 0.23
H -5.067 -2.612 1.234 -0.21 0.06 0.12
H -1.973 -3.248 3.346 -0.13 -0.22 -0.02
H -2.177 -1.549 3.754 -0.16 0.08 0.12
H -3.619 -2.520 3.512 -0.11 -0.02 0.00
Cl -10.509 -1.655 -0.681 0.00 0.01 0.02
C -9.357 -1.245 0.589 0.03 -0.04 -0.05
Cl -8.498 -2.680 1.147 -0.04 0.01 0.02
Cl -8.224 -0.011 0.032 0.00 0.01 0.02
H -9.910 -0.838 1.425 0.00 0.01 0.01
Cl 3.543 -3.020 -1.735 -0.01 -0.01 0.00
C 2.744 -2.884 -3.301 0.10 0.09 0.06
Cl 2.302 -1.211 -3.633 -0.14 -0.02 -0.04
Cl 3.779 -3.520 -4.586 -0.01 -0.01 -0.01
H 1.840 -3.476 -3.273 0.00 -0.02 -0.01
Cl 6.904 -0.282 -6.232 0.02 -0.05 -0.07
C 6.682 -0.832 -4.568 0.02 0.07 0.07
Cl 8.227 -0.901 -3.722 -0.02 -0.02 -0.01
Cl 5.541 0.204 -3.714 0.06 0.01 0.01
H 6.268 -1.832 -4.599 -0.02 -0.01 -0.01
Cl 5.495 3.868 -8.981 0.00 -0.02 0.01
C 6.747 2.718 -8.510 0.02 0.05 -0.05
Cl 7.120 1.618 -9.840 -0.02 -0.01 0.06
Cl 8.198 3.558 -7.966 -0.01 -0.02 0.01
H 6.370 2.131 -7.683 -0.01 0.00 0.01

[4]
77
Properties=species:S:1:pos:R:3:forces:R:3 method="wB97M-V/def2-TZVPD" energy_ev=-92774.08697 total_charge=-1 homo_lumo_gap_ev=6.320
C -2.255 -1.054 5.041 -1.03 -0.68 -0.45
C -3.487 -1.815 4.621 1.34 1.31 -0.18
C -4.535 -1.011 3.634 -2.52 4.08 0.46
O -5.180 0.042 4.190 4.20 -7.31 -3.64
O -4.772 -1.348 2.200 1.79 0.68 3.45
C -3.444 -1.700 1.675 2.37 -0.23 -0.74
C -3.303 -1.639 0.041 -0.63 0.06 -0.73
C -2.111 -2.596 -0.578 -0.14 0.35 -0.41
C -0.660 -2.448 0.171 1.21 -0.49 -1.00
C 0.383 -1.462 -0.630 0.48 0.21 -0.34
C -0.091 0.103 -0.720 -1.50 -1.05 -0.82
B 1.151 1.196 -0.831 0.14 -2.24 2.05
C 1.981 1.425 0.569 0.45 0.07 1.29
C 1.320 0.726 1.896 -0.35 -0.17 0.47
C 2.115 1.043 3.308 -1.69 -1.86 0.80
I 3.985 2.161 3.070 -0.85 -0.39 0.44
C 2.165 0.638 -1.996 0.39 -0.34 -2.32
P 3.531 1.847 -2.552 2.57 2.51 2.08
O 4.128 2.768 -1.415 -2.21 -3.04 -3.92
O 3.062 2.775 -3.990 1.61 -4.02 1.27
O 4.882 0.834 -3.106 -2.11 0.58 1.73
S 0.324 2.859 -1.251 3.77 3.97 -7.56
O -0.230 2.730 -2.724 0.09 0.04 4.91
O 1.368 4.041 -1.342 -3.59 -3.48 1.66
C -0.952 3.417 -0.005 -0.27 3.46 2.03
F -1.245 4.864 -0.325 0.80 -4.58 0.96
F -0.315 3.461 1.364 -2.41 -0.44 -4.22
C -2.381 2.632 -0.032 -3.41 0.55 1.06
F -2.564 1.840 1.242 0.59 2.21 -4.69
F -2.673 1.855 -1.256 1.13 2.58 4.77
F -3.448 3.699 0.040 3.21 -3.80 -0.29
H -1.282 -1.086 4.387 -2.49 1.66 0.29
H -2.257 -0.382 6.001 0.64 -2.76 -0.89
H -3.612 -2.929 4.981 -1.09 2.91 0.26
H -3.140 -2.798 2.015 -0.63 2.32 -0.59
H -2.670 -0.899 2.105 -1.47 -1.90 -0.85
H -4.324 -2.014 -0.415 1.92 0.79 0.89
H -3.113 -0.539 -0.381 -0.53 -2.35 1.31
H -1.941 -2.258 -1.710 -0.51 -0.64 2.52
H -2.489 -3.726 -0.650 0.93 2.46 0.46
H -0.154 -3.528 0.190 -1.10 2.83 -0.28
H -0.708 -2.086 1.284 -0.18 -0.72 -2.07
H 0.571 -1.844 -1.743 -0.46 0.82 2.80
H 1.442 -1.509 -0.096 -2.17 -0.03 -0.89
H -0.706 0.216 -1.735 0.91 -0.34 2.14
H -0.827 0.297 0.169 1.21 -0.26 -1.51
H 3.051 0.926 0.411 -2.11 1.45 0.60
H 2.064 2.605 0.721 0.42 -2.66 0.05
H 0.187 1.051 2.078 2.47 -0.50 -0.53
H 1.280 -0.463 1.814 0.21 2.59 -0.07
H 1.366 1.542 4.090 2.00 -0.66 -1.77
H 2.414 -0.001 3.802 -0.43 2.41 -1.07
H 2.725 -0.361 -1.660 -1.21 2.29 -0.53
H 1.517 0.358 -2.929 1.40 0.46 1.38
H 3.221 2.097 -4.735 -0.47 1.56 1.36
H 5.160 0.361 -2.257 -0.48 1.04 -1.61
C 2.767 6.737 -1.764 0.00 -0.02 -0.34
N 3.695 7.237 -0.713 0.33 0.04 0.81
O 4.532 8.081 -1.052 -0.78 -0.90 0.70
O 3.556 6.766 0.422 0.43 0.98 -1.68
H 3.002 7.234 -2.708 0.07 -0.02 0.33
H 2.915 5.659 -1.849 -0.20 0.10 0.20
H 1.750 6.975 -1.446 0.20 -0.28 0.05
C -1.021 -3.408 -5.107 -0.10 0.08 -0.31
N -0.094 -2.909 -4.057 0.78 0.45 0.67
O 0.743 -2.064 -4.395 -1.11 -1.24 0.69
O -0.232 -3.379 -2.921 0.30 0.33 -1.97
H -0.786 -2.911 -6.051 0.03 -0.06 0.32
H -0.873 -4.487 -5.192 -0.10 0.19 0.15
H -2.038 -3.171 -4.789 0.19 -0.15 0.04
C -0.343 -6.511 2.449 -0.16 -0.29 -0.03
N -0.359 -5.113 1.939 -0.07 0.99 -0.27
O -1.415 -4.704 1.443 1.27 -0.93 1.18
O 0.689 -4.466 2.052 -1.54 -0.97 0.01
H -1.326 -6.958 2.286 0.22 0.23 -0.01
H 0.425 -7.054 1.895 -0.04 0.15 0.19
H -0.110 -6.470 3.515 0.10 0.02 -0.24